1.
{
  "formula": "C35H29N5NdO5Sb",
  "method": "the ωB97M-V functional and the def2-TZVPD basis",
  "species": ["Nd", "C", "C", "C", "C", "C", "C", "N", "Sb", "C", "C", "C", "C", "C", "C", "N", "C", "C", "C", "C", "C", "C", "N", "H", "H", "H", "H", "H", "H", "H", "H", "H", "H", "H", "H", "H", "H", "H", "H", "H", "H", "C", "N", "C", "C", "C", "C", "C", "N", "C", "C", "C", "C", "C", "C", "H", "H", "H", "H", "H", "H", "H", "H", "H", "H", "H", "O", "C", "C", "O", "C", "C", "O", "C", "O", "O"],
  "xyz": [[-0.341, -0.110, -0.196], [2.912, -0.050, -2.279], [3.195, -0.528, -0.891], [4.281, -1.359, -0.632], [4.566, -1.731, 0.670], [3.799, -1.194, 1.690], [2.735, -0.362, 1.364], [2.408, -0.070, 0.102], [1.944, 0.851, 2.985], [0.063, -0.142, 3.410], [-0.216, -0.174, 4.767], [-1.374, -0.796, 5.203], [-2.193, -1.361, 4.254], [-1.852, -1.303, 2.902], [-2.790, -1.937, 1.932], [-0.724, -0.694, 2.474], [1.178, 2.498, 1.821], [1.212, 3.746, 2.423], [0.769, 4.843, 1.701], [0.336, 4.648, 0.405], [0.351, 3.367, -0.137], [-0.095, 3.134, -1.544], [0.763, 2.301, 0.569], [3.691, -0.370, -2.968], [2.855, 1.040, -2.287], [1.956, -0.428, -2.637], [4.904, -1.693, -1.451], [5.403, -2.382, 0.889], [4.021, -1.400, 2.731], [0.466, 0.296, 5.464], [-1.616, -0.855, 6.257], [-3.104, -1.872, 4.535], [-3.258, -2.812, 2.378], [-2.296, -2.230, 1.015], [-3.583, -1.229, 1.678], [1.581, 3.852, 3.435], [0.774, 5.835, 2.134], [-0.017, 5.474, -0.196], [0.109, 4.000, -2.171], [-1.175, 2.960, -1.551], [0.408, 2.259, -1.953], [1.080, -3.517, -0.607], [0.547, -2.259, -1.147], [0.059, -2.358, -2.348], [-0.367, -1.271, -3.134], [-0.835, -1.334, -4.455], [-1.130, -0.033, -4.829], [-0.828, 0.763, -3.720], [-0.352, 0.046, -2.691], [0.387, -4.094, 0.604], [-0.673, -4.984, 0.445], [-1.229, -5.620, 1.543], [-0.732, -5.372, 2.816], [0.300, -4.463, 2.987], [0.852, -3.823, 1.886], [2.131, -3.346, -0.350], [1.062, -4.279, -1.394], [0.007, -3.336, -2.833], [-0.938, -2.233, -5.046], [-1.526, 0.313, -5.770], [-0.944, 1.835, -3.667], [-1.051, -5.187, -0.550], [-2.041, -6.321, 1.403], [-1.145, -5.891, 3.672], [0.690, -4.261, 3.977], [1.685, -3.143, 2.018], [-6.395, 1.102, -0.923], [-5.215, 0.893, -0.857], [-4.170, 1.820, -0.265], [-4.323, 2.983, 0.038], [-2.954, 1.015, -0.149], [-3.116, -0.220, -0.803], [-2.168, -1.101, -0.880], [-4.497, -0.379, -1.271], [-4.986, -1.333, -1.828], [-1.855, 1.347, 0.472]],
  "spin_multiplicity": 4,
  "homo_lumo_gap_ha": [0.2500, 0.2502]
}

2.
{
  "formula": "C11H14Si",
  "method": "the ωB97M-V functional and the def2-TZVPD basis",
  "species": ["C", "C", "Si", "C", "C", "C", "C", "C", "C", "C", "C", "C", "H", "H", "H", "H", "H", "H", "H", "H", "H", "H", "H", "H", "H", "H"],
  "xyz": [[-0.276, -3.085, -0.896], [-0.994, -2.110, -1.353], [-1.051, -0.380, -0.484], [-1.436, 1.040, -2.215], [-2.363, -0.330, 0.890], [-2.082, -0.548, 2.155], [0.609, 0.282, 0.213], [0.528, 1.436, 1.069], [1.676, 2.073, 1.421], [2.914, 1.692, 0.887], [3.031, 0.559, 0.088], [1.858, -0.091, -0.315], [-0.294, -4.160, -1.353], [0.420, -2.805, -0.193], [-1.774, -2.016, -2.149], [-2.430, 1.356, -2.117], [-0.690, 1.843, -2.272], [-1.376, 0.361, -3.080], [-3.431, -0.008, 0.653], [-2.832, -0.715, 2.877], [-1.026, -0.492, 2.454], [-0.346, 1.783, 1.583], [1.624, 2.748, 2.351], [3.764, 2.218, 1.126], [3.935, 0.221, -0.368], [2.041, -0.874, -0.971]],
  "smiles": "C=C[Si](C)(C=C)c1ccccc1",
  "homo_lumo_gap_ha": 0.3568,
  "relative_energy_kj_mol": 317.0
}

3.
{
  "formula": "C3H4O6S2",
  "method": "the ωB97M-V functional and the def2-TZVPD basis",
  "species": ["C", "C", "C", "O", "O", "O", "O", "O", "O", "S", "S", "H", "H", "H", "H"],
  "xyz": [[0.775, 0.976, 0.537], [0.624, 0.776, -0.997], [0.239, -0.281, -0.055], [2.665, -0.947, -0.425], [-3.372, -0.708, -0.634], [1.604, -1.894, 1.495], [1.060, -2.765, -0.689], [-3.104, 0.122, 1.733], [-2.712, 1.692, -0.233], [1.450, -1.593, 0.105], [-2.688, 0.268, 0.270], [1.792, 0.826, 0.867], [0.239, 1.667, 1.083], [-0.108, 1.228, -1.552], [1.535, 0.633, -1.505]],
  "charge": -2,
  "homo_lumo_gap_ha": [0.2676, 0.2833],
  "relative_energy_kj_mol": 239.3
}

4.
{
  "formula": "C6H6O",
  "method": "the ωB97M-V functional and the def2-TZVPD basis",
  "species": ["C", "C", "C", "C", "O", "C", "C", "H", "H", "H", "H", "H", "H"],
  "xyz": [[-1.102, 0.746, -1.943], [-0.316, -0.184, -1.391], [-0.181, -0.144, 0.070], [-1.234, 0.090, 0.829], [-2.176, 0.334, 1.456], [1.118, -0.503, 0.641], [1.520, -0.253, 1.881], [-1.593, 1.544, -1.417], [-1.351, 0.732, -2.990], [0.191, -0.959, -1.938], [1.763, -1.045, -0.039], [0.889, 0.244, 2.600], [2.472, -0.604, 2.241]],
  "smiles": "C=CC(=C=O)C=C",
  "homo_lumo_gap_ha": 0.3334,
  "relative_energy_kj_mol": 208.9
}

5.
{
  "formula": "C36H37N3ORuS5",
  "method": "the ωB97M-V functional and the def2-TZVPD basis",
  "species": ["Ru", "C", "C", "C", "C", "C", "C", "C", "N", "C", "N", "C", "C", "C", "C", "C", "C", "C", "N", "C", "C", "C", "C", "C", "C", "C", "H", "H", "H", "H", "H", "H", "H", "H", "H", "H", "H", "H", "H", "H", "H", "H", "H", "H", "H", "H", "H", "H", "C", "C", "C", "C", "C", "C", "C", "O", "C", "C", "C", "H", "H", "H", "H", "H", "H", "H", "H", "H", "H", "H", "H", "C", "S", "C", "C", "S", "S", "C", "S", "S", "H", "H", "H"],
  "xyz": [[-0.259, 1.411, 0.699], [1.632, -2.252, 4.556], [2.550, -1.273, 5.237], [3.684, -1.720, 5.913], [4.526, -0.841, 6.576], [4.255, 0.521, 6.580], [3.147, 0.995, 5.900], [2.312, 0.103, 5.237], [1.170, 0.631, 4.536], [1.075, 0.649, 3.201], [2.130, 0.240, 2.497], [2.212, -0.095, 1.134], [1.196, 0.194, 0.228], [1.315, -0.227, -1.101], [2.454, -0.879, -1.515], [3.484, -1.124, -0.606], [3.391, -0.746, 0.719], [4.501, -1.034, 1.693], [-0.045, 1.093, 2.592], [-1.217, 1.280, 3.416], [-1.879, 0.134, 3.856], [-3.010, 0.249, 4.644], [-3.484, 1.512, 4.976], [-2.817, 2.644, 4.539], [-1.661, 2.558, 3.764], [-0.901, 3.796, 3.377], [1.652, -3.210, 5.073], [1.930, -2.438, 3.520], [0.602, -1.897, 4.549], [3.893, -2.782, 5.937], [5.391, -1.221, 7.102], [4.902, 1.208, 7.107], [2.921, 2.054, 5.880], [0.442, 1.096, 5.059], [2.934, -0.010, 3.062], [0.513, -0.030, -1.803], [2.553, -1.199, -2.543], [4.380, -1.630, -0.940], [5.367, -1.434, 1.171], [4.203, -1.774, 2.442], [4.834, -0.135, 2.220], [-1.495, -0.841, 3.576], [-3.516, -0.639, 4.998], [-4.368, 1.614, 5.591], [-3.183, 3.622, 4.822], [-1.393, 4.686, 3.765], [-0.824, 3.913, 2.296], [0.118, 3.772, 3.773], [-7.756, -0.986, -2.329], [-6.465, -0.736, -1.618], [-6.257, -1.219, -0.325], [-5.070, -1.012, 0.339], [-4.906, -1.576, 1.725], [-4.035, -0.281, -0.324], [-2.853, -0.051, 0.403], [-1.834, 0.544, -0.059], [-4.228, 0.202, -1.656], [-3.175, 0.955, -2.413], [-5.441, -0.034, -2.259], [-8.536, -1.318, -1.648], [-7.612, -1.762, -3.084], [-8.093, -0.090, -2.850], [-7.051, -1.769, 0.164], [-5.828, -2.060, 2.038], [-4.678, -0.801, 2.458], [-4.113, -2.326, 1.761], [-2.793, -0.402, 1.433], [-2.932, 1.899, -1.920], [-3.528, 1.177, -3.418], [-2.250, 0.384, -2.489], [-5.608, 0.329, -3.266], [2.342, 4.741, 1.880], [1.951, 5.878, 0.527], [0.222, 5.627, 0.317], [-0.424, 4.500, -0.069], [0.393, 3.029, -0.526], [-2.153, 4.610, -0.293], [-2.314, 6.307, 0.114], [-3.715, 7.104, 0.114], [-0.773, 7.027, 0.545], [3.421, 4.825, 2.002], [2.094, 3.710, 1.634], [1.856, 5.059, 2.799]],
  "charge": 2,
  "homo_lumo_gap_ha": [0.2014, 0.2012],
  "relative_energy_kj_mol": 0.0
}

6.
{
  "formula": "C17H19F6N5O3PtSb",
  "method": "the ωB97M-V functional and the def2-TZVPD basis",
  "species": ["Pt", "C", "C", "O", "C", "C", "C", "N", "N", "C", "O", "C", "C", "C", "C", "C", "C", "H", "H", "H", "H", "H", "H", "H", "H", "H", "H", "H", "H", "F", "Sb", "F", "F", "F", "F", "F", "C", "N", "C", "C", "C", "N", "C", "O", "N", "H", "H", "H", "H", "H", "H", "H"],
  "xyz": [[-0.241, -0.968, -0.195], [-4.034, -2.495, 1.070], [-2.565, -2.186, 1.148], [-1.894, -2.308, 0.103], [-2.076, -1.775, 2.425], [-0.881, -1.178, 2.746], [-0.669, -0.655, 4.134], [0.091, -0.945, 1.835], [1.141, -0.280, 2.241], [1.845, 0.307, 1.262], [1.458, 0.361, 0.067], [3.106, 0.965, 1.654], [3.472, 1.109, 2.991], [4.670, 1.722, 3.311], [5.505, 2.194, 2.308], [5.139, 2.059, 0.975], [3.942, 1.449, 0.648], [-4.299, -2.760, 0.050], [-4.598, -1.611, 1.373], [-4.295, -3.312, 1.744], [-2.787, -1.864, 3.234], [-1.444, -1.008, 4.808], [-0.693, 0.436, 4.098], [0.309, -0.951, 4.510], [2.811, 0.745, 3.765], [4.959, 1.839, 4.347], [6.444, 2.670, 2.563], [5.789, 2.427, 0.192], [3.631, 1.333, -0.381], [-1.682, 1.111, 0.171], [-2.792, 2.697, 0.452], [-4.238, 1.446, 0.391], [-2.586, 2.376, 2.304], [-3.927, 4.169, 0.710], [-1.239, 3.760, 0.375], [-2.957, 2.818, -1.450], [1.800, -2.081, -4.655], [0.601, -1.398, -4.193], [-0.207, -0.695, -5.025], [-1.314, -0.063, -4.579], [-1.608, -0.139, -3.181], [-0.787, -0.798, -2.371], [0.323, -1.434, -2.834], [1.066, -2.021, -2.056], [-2.699, 0.399, -2.659], [1.830, -2.058, -5.741], [1.791, -3.111, -4.306], [2.688, -1.604, -4.244], [0.092, -0.664, -6.063], [-1.961, 0.478, -5.250], [-3.239, 1.071, -3.175], [-2.790, 0.422, -1.651]],
  "spin_multiplicity": 2,
  "homo_lumo_gap_ha": [0.2770, 0.2332],
  "relative_energy_kj_mol": 108.5
}

7.
{
  "formula": "C2H4N3S",
  "method": "the ωB97M-V functional and the def2-TZVPD basis",
  "species": ["C", "C", "N", "N", "N", "S", "H", "H", "H", "H"],
  "xyz": [[-1.251, 1.005, 0.923], [0.470, -0.687, 0.851], [-0.926, 0.778, -0.305], [0.145, -0.233, -0.337], [0.675, -0.446, -1.543], [-0.506, -0.017, 2.067], [-2.089, 1.725, 1.350], [1.419, -1.347, 1.023], [0.590, 0.188, -2.271], [1.473, -0.966, -1.759]],
  "charge": 1,
  "homo_lumo_gap_ha": 0.3677,
  "relative_energy_kj_mol": 97.1
}

8.
{
  "formula": "C3H8N4O",
  "method": "the ωB97M-V functional and the def2-TZVPD basis",
  "species": ["C", "N", "N", "C", "N", "N", "O", "C", "H", "H", "H", "H", "H", "H", "H", "H"],
  "xyz": [[3.127, -0.227, 0.047], [1.982, -0.800, -0.062], [0.950, 0.185, -0.081], [-0.316, -0.059, -0.110], [-1.280, 0.780, -0.183], [-0.866, 2.077, 0.061], [-0.608, -1.379, -0.126], [-2.008, -1.701, 0.068], [3.973, -0.882, 0.124], [3.316, 0.898, -0.271], [1.106, 1.205, 0.162], [-1.160, 2.688, -0.768], [-1.338, 2.477, 0.854], [-2.347, -1.132, 0.909], [-2.559, -1.313, -0.785], [-1.972, -2.816, 0.162]],
  "smiles": "C=NN/C(=N\\N)OC",
  "homo_lumo_gap_ha": 0.3471,
  "relative_energy_kj_mol": 423.4
}

| no. | energy (eV) |
| --- | --- |
| 1 | -76269.818 |
| 2 | -19508.753 |
| 3 | -37128.405 |
| 4 | -8364.341 |
| 5 | -101195.111 |
| 6 | -57623.246 |
| 7 | -17434.731 |
| 8 | -11245.236 |